1.
A molecular structure, C38H37AsIrNP, computed with wB97M-V/def2-TZVPD.

Values from the calculation:
total charge = +1
energy = -114445.634 eV
HOMO (spin up / spin down) = -0.286 / -0.396 Ha
ΔE to the lowest compared entry with this formula, charge and spin = 184.0 kcal/mol
multiplicity = 5
LUMO energy (spin up / spin down) = -2.3 / -5.0 eV
strongest force on any atom = 0.0825 Eh/bohr

Structure (XYZ):
```
79
Properties=species:S:1:pos:R:3:forces:R:3:lowdin_spin:R:1
Ir 0.911 0.928 0.098 1.6 -1.7 -0.8 2.08
As 1.290 -1.625 0.160 2.5 -2.0 -0.9 0.06
P -1.472 0.568 -0.173 -0.8 -3.3 2.2 0.24
N 0.611 2.943 0.050 -0.7 0.5 0.1 0.37
C 0.045 -2.753 -0.879 0.0 -1.2 0.1 0.02
C -5.546 0.604 0.570 0.2 0.2 0.1 0.00
C 2.797 5.742 -1.038 -0.8 -0.6 0.1 0.00
C -5.181 1.641 -1.570 -0.4 -1.1 -0.4 0.00
C 5.480 -3.284 -1.470 -0.4 0.1 0.2 0.00
C -4.169 0.397 0.707 0.0 0.2 -0.3 0.01
C 5.144 -3.477 -0.130 -0.3 0.3 -0.4 0.00
C 3.021 -2.333 -0.484 0.4 -0.1 0.0 0.00
C -0.901 -3.337 -3.046 0.4 0.0 0.4 0.00
C 3.978 4.332 0.508 -0.6 -0.2 -0.1 -0.01
C -1.719 -4.293 -2.442 0.1 0.2 0.4 0.00
C 3.383 -2.131 -1.825 0.4 -0.3 0.5 0.00
C 1.671 4.920 -0.920 -0.1 0.8 -0.3 0.08
C -1.137 -0.453 -1.665 -0.5 1.7 -0.3 0.06
C -3.315 4.390 0.322 0.2 -0.5 -0.2 0.07
C 3.925 -3.000 0.364 0.1 0.2 -0.6 0.00
C 0.874 -2.169 4.329 0.1 -0.3 -0.4 0.00
C -1.671 -4.473 -1.059 0.2 0.4 -0.4 0.00
C -0.982 4.573 0.930 -0.3 0.7 0.2 0.06
C 1.286 -4.377 3.425 -0.1 0.6 -0.1 0.00
C 0.947 -1.628 3.041 0.3 -0.6 0.3 0.00
C -6.052 1.222 -0.570 0.2 0.0 0.0 0.01
C 1.360 -3.837 2.137 -0.1 0.3 0.3 0.00
C 1.043 -3.543 4.521 0.0 0.2 -0.5 0.00
C -0.029 -2.570 -2.270 0.3 -2.3 -0.2 0.00
C -0.799 -3.705 -0.279 0.2 0.3 -0.8 0.00
C 2.847 3.515 0.620 1.2 0.2 0.6 0.11
C -1.691 2.815 -0.531 -0.7 1.4 -0.2 0.11
C 4.602 -2.607 -2.316 -0.2 0.0 0.5 0.00
C -2.299 5.039 1.016 1.0 -0.2 0.2 0.04
C 3.952 5.450 -0.320 0.1 -0.2 0.1 0.09
C 1.190 -2.457 1.938 0.1 0.0 0.4 0.00
C 1.659 3.796 -0.073 1.7 0.7 -0.1 0.07
C -3.806 1.432 -1.432 -1.1 -3.8 -1.4 0.01
C -0.640 3.460 0.139 -1.1 0.5 -0.2 0.10
C -1.253 -0.716 1.115 -1.4 -0.2 0.7 0.08
C -3.010 3.273 -0.450 1.0 3.2 1.0 0.03
C -3.277 0.793 -0.298 -0.9 -1.9 0.1 0.04
H -5.567 2.137 -2.457 0.1 -0.1 0.1 0.00
H -2.517 5.904 1.632 0.1 -0.1 0.0 0.00
H -3.790 2.749 -0.991 0.6 3.3 1.2 0.00
H 1.551 -4.491 1.296 0.0 0.0 0.0 0.00
H -2.313 -5.206 -0.588 0.0 0.0 0.0 0.00
H 0.579 -1.827 -2.760 0.3 -0.3 -0.3 0.00
H -0.209 -1.043 1.142 -1.9 0.7 0.7 0.01
H 3.712 -3.152 1.408 -0.1 0.0 0.1 0.00
H -0.946 -3.187 -4.117 0.0 0.0 0.0 0.00
H -3.817 -0.074 1.619 0.1 0.0 -0.2 0.00
H 2.882 2.641 1.267 0.0 0.6 0.0 0.02
H -1.873 -1.598 0.930 0.0 0.0 0.0 0.02
H -0.805 -3.862 0.786 0.1 0.0 0.2 0.00
H -1.496 -0.321 2.106 0.0 0.0 -0.1 0.00
H -0.201 5.081 1.492 -0.1 -0.1 -0.1 0.00
H -0.102 -0.807 -1.653 -1.0 1.4 0.1 0.01
H -6.222 0.285 1.360 0.1 0.0 -0.1 0.00
H 4.872 4.083 1.069 -0.1 0.0 0.0 0.00
H 0.780 5.152 -1.500 0.1 -0.1 0.1 0.00
H 0.688 -1.523 5.177 0.0 0.0 0.0 0.00
H -1.277 0.131 -2.579 0.0 0.1 0.0 0.00
H -7.121 1.386 -0.673 0.2 0.0 0.0 0.00
H 2.605 1.185 0.291 0.1 -0.3 0.4 0.15
H 4.867 -2.447 -3.354 0.0 0.0 0.0 0.00
H 1.417 -5.440 3.574 0.0 0.0 0.0 0.00
H 5.830 -3.991 0.530 0.0 0.0 0.0 0.00
H 6.425 -3.652 -1.850 0.0 0.0 0.0 0.00
H -1.793 -1.327 -1.712 -0.1 0.5 0.3 0.01
H 4.826 6.084 -0.410 -0.1 0.0 0.0 0.00
H 2.759 6.603 -1.696 0.0 -0.1 0.0 0.00
H 0.987 -3.961 5.518 0.0 0.0 0.0 0.00
H -2.395 -4.886 -3.044 0.0 0.0 0.0 0.00
H -1.466 1.937 -1.134 0.3 2.4 -1.9 0.02
H 2.731 -1.598 -2.497 -0.1 0.1 -0.1 0.00
H 0.816 -0.563 2.902 0.1 0.1 0.1 0.00
H -3.148 1.786 -2.224 -0.2 -0.5 -0.1 0.00
H -4.336 4.747 0.388 0.0 0.0 -0.1 0.00
```
Positions in Å, forces in eV/Å.

---

2.
A molecular structure, C6H11IN, computed with wB97M-V/def2-TZVPD.

Values from the calculation:
total charge = +1
energy = -15980.980 eV
HOMO = -0.476 Ha
ΔE to the lowest compared entry with this formula, charge and spin = 64.8 kcal/mol
LUMO energy = -3.6 eV
strongest force on any atom = 0.1080 Eh/bohr

Structure (XYZ):
```
19
Properties=species:S:1:pos:R:3:forces:R:3:mulliken_charge:R:1
I -2.978 -0.081 0.094 0.1 0.3 -0.7 0.28
N -0.456 0.792 -1.591 -2.6 3.6 -0.7 -0.19
C 0.262 -1.067 0.240 -1.3 2.4 -0.8 0.42
C 1.316 -0.363 0.604 -3.2 0.8 0.0 -0.31
C -0.193 -2.455 -0.094 2.2 1.0 4.7 -1.26
C -0.392 1.392 0.944 0.6 -2.2 -1.3 -0.51
C 1.129 1.101 0.883 -2.0 -0.7 -2.1 -1.18
C -0.986 0.496 -0.211 2.9 -3.2 3.5 -0.65
H -0.909 0.159 -2.222 0.2 -1.1 -0.6 0.37
H -0.673 1.101 1.987 -0.5 -0.2 -1.3 0.35
H 1.554 1.337 1.770 1.4 0.8 2.9 0.57
H 0.290 -3.237 0.593 -0.9 1.3 -0.6 0.32
H -0.725 1.756 -2.065 0.1 -1.7 1.6 0.39
H 1.706 1.595 0.148 0.4 1.3 -1.0 0.36
H -0.777 2.344 0.742 0.1 2.0 0.1 0.43
H -1.220 -2.406 0.036 -2.1 -0.8 -0.4 0.32
H 2.266 -0.671 0.774 2.7 -1.6 0.6 0.56
H 0.539 0.835 -1.662 1.1 -0.8 0.3 0.36
H 0.248 -2.627 -0.969 0.7 -1.2 -4.2 0.38
```
Positions in Å, forces in eV/Å.

---

3.
A molecular structure, C33H20BCo2F3O8S, computed with wB97M-V/def2-TZVPD.

Values from the calculation:
total charge = 0
energy = -145839.555 eV
HOMO = -0.260 Ha
ΔE to the lowest compared entry with this formula, charge and spin = 28.2 kcal/mol
LUMO energy = -3.7 eV
strongest force on any atom = 0.0759 Eh/bohr

Structure (XYZ):
```
68
Properties=species:S:1:pos:R:3:forces:R:3:mulliken_charge:R:1
Co -0.486 3.194 -3.294 0.2 -0.7 0.2 0.06
Co 0.803 1.171 -4.025 2.3 0.7 -1.2 -0.17
S -2.402 -2.870 3.198 0.4 -0.6 -0.4 -0.28
F 3.519 1.283 5.156 0.2 0.0 -1.0 -0.28
F 4.603 0.209 3.564 -0.7 0.7 0.3 -0.29
F 3.841 2.239 3.195 0.0 -0.8 0.6 -0.25
O -1.963 5.106 -4.918 1.1 -1.3 1.4 -0.35
O -1.605 -1.013 -0.118 0.6 1.0 -0.7 -0.27
O -2.714 -0.273 1.882 0.0 0.6 -0.7 -0.86
O 3.380 2.457 -3.607 -2.3 -1.3 0.0 -0.31
O -2.459 3.490 -1.195 2.2 0.0 -2.2 -0.29
O 1.641 -1.136 -5.656 -0.7 2.1 1.6 -0.33
O 1.727 4.758 -2.193 -1.9 -1.3 -0.8 -0.33
O 0.582 2.948 -6.364 -0.1 -0.6 2.4 -0.38
C -0.142 0.715 2.984 1.0 0.5 0.6 -0.64
C -1.487 -2.519 1.765 -0.8 0.0 0.2 0.47
C 2.242 0.486 3.298 0.4 0.1 0.3 0.27
C 3.773 1.811 -0.118 0.0 0.0 0.0 -0.91
C -1.505 -4.856 1.870 -0.1 0.4 0.3 -0.70
C -3.446 -0.014 0.787 -0.3 0.1 -0.5 0.57
C -1.651 3.416 -2.024 -2.7 -0.1 2.7 0.24
C 2.378 1.887 -3.689 3.7 1.4 0.0 0.12
C -2.806 -0.485 -0.391 -0.8 0.5 -0.2 0.74
C 4.516 -0.481 -0.369 0.0 0.1 0.0 -0.74
C 1.279 -0.242 -5.019 0.3 -2.2 -2.1 0.09
C 2.503 1.440 -0.534 -0.3 0.1 -0.1 0.14
C 1.049 1.146 3.591 -0.4 -0.2 -0.3 -1.08
C 0.520 2.481 -5.300 -0.6 0.1 -2.1 0.03
C 2.255 -0.641 2.492 -0.4 -0.1 -0.6 -0.76
C 2.201 0.100 -0.855 0.5 0.3 0.9 0.81
C 1.067 -1.028 1.859 1.1 0.2 0.5 -0.41
C -0.112 -0.343 2.085 -1.4 0.0 -1.1 0.57
C -3.419 -0.379 -1.640 0.4 0.0 0.7 -0.89
C 4.797 0.859 -0.075 -0.3 -0.2 0.1 -0.49
C -2.767 -5.522 4.017 -0.2 -0.1 0.2 -1.27
C -4.683 0.636 0.714 0.8 -0.4 0.1 -1.09
C 0.883 -0.244 -1.362 1.4 -0.6 0.2 0.08
C 0.384 0.535 -2.349 -1.5 1.2 -0.4 -0.34
C -4.646 0.279 -1.702 -0.3 0.1 -0.2 -0.68
C -1.088 -3.674 1.140 -0.6 -0.3 1.1 -1.02
C -5.260 0.784 -0.548 -0.2 0.1 -0.2 -0.56
C -0.622 1.286 -2.875 -2.6 -0.8 0.7 -0.03
C 0.859 4.105 -2.593 3.0 1.8 1.4 0.05
C -2.217 -4.579 3.016 0.8 0.3 -1.0 0.51
C 3.222 -0.864 -0.700 -0.5 -0.1 -0.3 -0.43
C 3.547 1.043 3.814 0.0 0.0 0.1 0.75
C -1.382 4.333 -4.287 -1.8 1.7 -2.8 0.40
B -1.479 -0.933 1.371 1.0 -1.8 1.4 1.50
H 1.689 2.172 -0.571 0.4 -0.2 0.0 0.56
H -1.659 0.935 -2.907 0.2 0.1 0.7 0.81
H -1.071 1.216 3.247 0.1 -0.2 -0.2 0.52
H -2.362 -5.316 5.015 -0.1 -0.1 -0.1 0.28
H 2.970 -1.905 -0.901 0.2 0.1 0.1 0.46
H -2.911 -0.800 -2.505 -0.3 0.1 0.0 0.58
H -5.125 0.998 1.638 -0.1 0.0 -0.3 0.49
H 3.175 -1.195 2.324 -0.1 0.2 0.0 0.53
H -3.855 -5.421 4.067 0.1 -0.1 0.1 0.28
H -2.524 -6.548 3.741 0.0 0.0 0.1 0.35
H -5.127 0.402 -2.676 0.1 0.0 0.4 0.40
H 3.968 2.849 0.166 -0.1 -0.4 -0.1 0.48
H 5.311 -1.230 -0.324 -0.3 0.2 0.0 0.42
H -1.293 -5.876 1.553 0.0 0.2 0.1 0.31
H 1.078 -1.889 1.190 -0.1 0.1 0.3 0.37
H 1.044 1.989 4.278 0.0 -0.1 -0.1 0.42
H 5.801 1.151 0.234 -0.3 -0.1 -0.1 0.45
H -6.218 1.304 -0.632 0.3 -0.2 0.0 0.38
H 0.412 -1.201 -1.147 0.0 -0.1 -0.1 0.54
H -0.535 -3.731 0.209 -0.1 0.1 0.0 0.40
```
Positions in Å, forces in eV/Å.

---

4.
A single C3H5FS molecule, computed with wB97M-V/def2-TZVPD.

Values from the calculation:
total charge = 0
energy = -16743.318 eV
HOMO = -0.337 Ha
ΔE to the lowest compared entry with this formula, charge and spin = 19.7 kcal/mol
LUMO energy = 0.9 eV
strongest force on any atom = 0.0449 Eh/bohr

Structure (XYZ):
```
10
Properties=species:S:1:pos:R:3:forces:R:3:mulliken_charge:R:1
S -0.756 -1.670 0.992 0.5 0.6 0.9 -0.26
F 0.079 2.102 0.020 0.7 1.5 -0.1 -0.29
C 0.470 -0.075 -1.078 0.3 1.0 0.9 -0.69
C -0.388 0.893 -0.284 -1.7 -1.6 -0.1 0.20
C 0.227 -0.234 0.456 0.2 -0.8 -0.8 -0.27
H -0.717 -1.471 2.374 0.0 0.0 -1.3 0.14
H -1.508 0.918 -0.414 1.4 -0.2 0.1 0.31
H 1.153 -0.035 0.983 -0.3 0.1 0.3 0.36
H 1.490 0.354 -1.327 -1.4 -1.0 0.1 0.24
H -0.051 -0.783 -1.724 0.4 0.4 -0.1 0.26
```
Positions in Å, forces in eV/Å.

---

Question: Look up the energy of the fourth one.
Answer: -16743.318 eV

---

Question: Which value of total charge does entry 2 give?
Answer: +1

---

Question: What is the energy in the third record?
Answer: -145839.555 eV

---

Question: total charge of number 2 (C6H11IN)?
Answer: +1